1.
ORCA calculation (the ωB97M-V functional and the def2-TZVPD basis) on a molecular structure, H12N2O12Zn2 in a non-equilibrium geometry.

Cartesian coordinates (Å):
Zn (13.210, 19.895, -3.510)
Zn (15.280, 15.895, -0.700)
N (13.162, 14.039, 0.228)
O (14.366, 14.510, 0.393)
O (13.052, 13.067, -0.514)
O (12.232, 14.639, 0.740)
N (12.362, 17.148, -1.903)
O (13.415, 16.670, -1.344)
O (12.414, 18.262, -2.509)
O (11.346, 16.499, -1.892)
O (15.398, 14.780, -2.352)
H (16.011, 14.072, -2.611)
H (14.705, 14.776, -3.028)
O (9.875, 16.102, 0.618)
H (8.945, 16.350, 0.574)
H (10.156, 16.033, -0.300)
O (10.913, 13.418, -2.168)
H (11.430, 14.135, -1.798)
H (11.499, 12.657, -2.133)
O (9.958, 17.044, -4.438)
H (10.206, 16.909, -3.513)
H (10.661, 16.628, -4.946)
O (13.043, 18.828, -5.230)
H (13.708, 18.130, -5.332)
H (12.553, 18.832, -6.070)
O (11.274, 20.544, -3.748)
H (10.540, 20.679, -4.372)
H (11.028, 21.060, -2.961)

The molar mass is 362.88 u. The calculation puts the energy above the lowest of the compared OMol25 structures with the same formula, charge and spin at 0.0000 eV. As for the LUMO energy: -11.100 eV. As for the total charge: +2. Its energy is -124553.7907 eV. As for the HOMO energy: -14.9169 eV. The HOMO-LUMO gap is 3.817 eV.

***

2.
ORCA calculation (the ωB97M-V functional and the def2-TZVPD basis) on a molecular structure, C34H35F9GeLiNOPS in a non-equilibrium geometry.

Cartesian coordinates (Å):
Li (-20.882, 0.347, 6.719)
O (-22.129, 1.626, 6.463)
N (-23.287, 1.409, 7.033)
C (-24.298, 2.335, 6.779)
C (-25.523, 2.212, 7.287)
C (-25.835, 1.090, 8.060)
C (-24.776, 0.204, 8.324)
C (-23.484, 0.358, 7.795)
S (-22.227, -0.778, 8.087)
H (-24.032, 3.086, 6.090)
H (-26.257, 2.987, 7.027)
H (-26.819, 0.974, 8.469)
H (-24.885, -0.609, 9.022)
C (-14.194, 2.427, 8.349)
C (-15.459, 2.975, 7.570)
C (-16.716, 2.197, 7.673)
C (-17.084, 1.760, 9.111)
Ge (-18.813, 0.783, 9.001)
C (-18.773, -1.074, 9.767)
C (-18.376, -2.204, 8.750)
C (-17.029, -2.044, 8.105)
C (-15.880, -2.168, 9.108)
H (-13.472, 3.190, 8.432)
H (-13.818, 1.535, 7.916)
H (-14.503, 2.199, 9.392)
H (-15.205, 3.104, 6.555)
H (-15.649, 3.993, 7.979)
H (-16.695, 1.327, 7.088)
H (-17.503, 2.865, 7.300)
H (-17.250, 2.601, 9.861)
H (-16.370, 1.020, 9.549)
H (-19.863, 1.663, 9.678)
H (-19.769, -1.123, 10.233)
H (-18.067, -0.954, 10.634)
H (-19.034, -2.205, 7.877)
H (-18.550, -3.193, 9.236)
H (-16.991, -1.071, 7.645)
H (-16.942, -2.804, 7.355)
H (-15.995, -1.322, 9.845)
H (-14.918, -2.162, 8.626)
H (-15.968, -3.054, 9.709)
F (-14.551, 5.523, 2.220)
C (-15.751, 6.026, 2.131)
F (-15.679, 7.307, 2.545)
F (-16.090, 6.047, 0.798)
C (-16.808, 5.242, 2.867)
C (-18.153, 5.645, 2.841)
C (-19.093, 4.943, 3.527)
C (-18.834, 3.786, 4.247)
C (-17.523, 3.284, 4.145)
C (-16.577, 3.967, 3.378)
P (-20.101, 2.971, 5.331)
C (-20.117, 4.260, 6.605)
C (-18.921, 4.921, 6.835)
C (-18.788, 5.890, 7.809)
C (-19.904, 6.197, 8.581)
C (-21.052, 5.418, 8.511)
C (-21.166, 4.392, 7.555)
C (-19.801, 7.364, 9.571)
F (-21.014, 7.911, 9.755)
F (-19.316, 7.107, 10.772)
F (-18.976, 8.353, 9.144)
C (-21.621, 3.360, 4.345)
C (-21.874, 2.433, 3.311)
C (-22.935, 2.537, 2.431)
C (-23.834, 3.599, 2.561)
C (-23.642, 4.499, 3.629)
C (-22.530, 4.404, 4.462)
C (-25.042, 3.605, 1.765)
F (-24.751, 3.356, 0.444)
F (-25.856, 2.560, 2.148)
F (-25.688, 4.795, 1.830)
H (-18.467, 6.569, 2.358)
H (-20.078, 5.341, 3.553)
H (-17.380, 2.315, 4.576)
H (-15.573, 3.509, 3.305)
H (-18.010, 4.793, 6.229)
H (-17.835, 6.381, 8.036)
H (-21.867, 5.587, 9.136)
H (-22.022, 3.741, 7.534)
H (-21.202, 1.570, 3.311)
H (-23.059, 1.791, 1.635)
H (-24.343, 5.319, 3.656)
H (-22.357, 5.214, 5.115)

The molar mass is 787.23 u. The calculation puts the energy above the lowest of the compared OMol25 structures with the same formula, charge and spin at 0.0000 eV. As for the expectation value of S²: 0.7517. As for the LUMO energy (spin up / spin down): -0.029 / -1.270 eV. The spin multiplicity is 2. As for the total charge: 0. Its energy is -140665.3280 eV. As for the HOMO energy (spin up / spin down): -7.5759 / -8.0458 eV. The HOMO-LUMO gap (spin up / spin down) is 7.547 / 6.775 eV.

***

3.
ORCA calculation (the ωB97M-V functional and the def2-TZVPD basis) on a molecular structure, C16H18N2S8Ti.

Cartesian coordinates (Å):
Ti (-0.763, -1.036, -0.209)
S (-5.490, -3.572, 4.682)
C (-4.444, -3.103, 3.496)
S (-2.825, -3.682, 3.358)
C (-2.368, -2.806, 1.918)
C (-3.322, -2.000, 1.403)
S (-3.176, -1.008, -0.041)
S (-4.842, -1.968, 2.260)
S (-0.764, -3.073, 1.271)
C (3.473, -0.744, -2.296)
C (2.693, -2.041, -2.461)
S (1.308, -2.326, -1.306)
C (-0.147, -2.321, -2.414)
C (-0.359, -1.087, -3.288)
S (-0.973, 0.362, -2.351)
C (0.270, 1.663, -2.576)
C (1.645, 1.423, -1.962)
S (2.812, 0.699, -3.157)
H (4.461, -0.890, -2.736)
H (3.639, -0.511, -1.243)
H (3.365, -2.881, -2.279)
H (2.322, -2.144, -3.480)
H (-1.024, -2.541, -1.769)
H (-0.104, -3.228, -3.019)
H (-1.110, -1.327, -4.042)
H (0.558, -0.801, -3.801)
H (-0.210, 2.514, -2.088)
H (0.340, 1.906, -3.636)
H (1.564, 0.766, -1.095)
H (2.058, 2.373, -1.623)
N (1.629, 1.035, 2.787)
C (1.252, 0.027, 1.967)
N (0.175, 0.319, 1.284)
C (-0.208, 1.589, 1.692)
C (-1.304, 2.359, 1.312)
C (-1.429, 3.603, 1.897)
C (-0.499, 4.073, 2.838)
C (0.584, 3.311, 3.231)
C (0.706, 2.060, 2.637)
H (2.406, 1.006, 3.423)
H (1.772, -0.917, 1.916)
H (-2.039, 1.971, 0.617)
H (-2.274, 4.227, 1.638)
H (-0.645, 5.052, 3.273)
H (1.290, 3.669, 3.968)

The molar mass is 542.74 u. The calculation puts the energy above the lowest of the compared OMol25 structures with the same formula, charge and spin at 0.1173 eV. As for the expectation value of S²: 2.0065. As for the LUMO energy (spin up / spin down): -0.184 / -0.193 eV. The spin multiplicity is 3. As for the total charge: 0. Its energy is -129663.2356 eV. As for the HOMO energy (spin up / spin down): -6.2724 / -6.2934 eV. The HOMO-LUMO gap (spin up / spin down) is 6.089 / 6.100 eV.

***

4.
ORCA calculation (the ωB97M-V functional and the def2-TZVPD basis) on C3H5NO in the gas phase in a non-equilibrium geometry.

Cartesian coordinates (Å):
C (-0.685, 1.300, 1.158)
C (-0.782, 1.039, -0.151)
N (-0.015, 0.117, -0.847)
C (0.726, -0.970, -0.574)
O (0.781, -1.561, 0.476)
H (-1.278, 2.174, 1.552)
H (-0.203, 0.576, 1.943)
H (-1.395, 1.653, -0.780)
H (-0.091, 0.319, -1.805)
H (1.268, -1.272, -1.383)

The molar mass is 71.08 u. The calculation puts the energy above the lowest of the compared OMol25 structures with the same formula, charge and spin at 1.0402 eV. As for the SMILES: C=CNC=O. As for the LUMO energy: 0.696 eV. As for the total charge: 0. Its energy is -6728.5325 eV. As for the HOMO energy: -9.0533 eV. The HOMO-LUMO gap is 9.749 eV.

***

5.
ORCA calculation (the ωB97M-V functional and the def2-TZVPD basis) on 2 unconnected molecules or ions with the total composition C4H13NOS in a non-equilibrium geometry.

Cartesian coordinates (Å):
C (2.410, -1.085, -1.498)
N (1.504, -0.333, -0.643)
C (0.232, 0.057, -1.190)
C (-0.832, -1.068, -1.229)
C (-2.163, -0.615, -1.743)
S (-3.147, 0.384, -0.536)
H (2.432, -2.153, -1.260)
H (3.432, -0.701, -1.438)
H (2.059, -1.007, -2.528)
H (1.416, -0.675, 0.301)
H (0.362, 0.418, -2.214)
H (-0.193, 0.895, -0.635)
H (-0.939, -1.449, -0.197)
H (-0.448, -1.937, -1.766)
H (-2.839, -1.417, -2.026)
H (-2.050, 0.029, -2.620)
H (-2.152, 0.675, 0.301)
O (3.864, 1.670, 6.049)
H (3.145, 1.189, 5.623)
H (3.629, 2.592, 5.922)

The molar mass is 123.22 u. The calculation puts the energy above the lowest of the compared OMol25 structures with the same formula, charge and spin at 0.9621 eV. As for the SMILES: CNCCCS.O. As for the LUMO energy: 0.802 eV. As for the total charge: 0. Its energy is -18731.0490 eV. As for the HOMO energy: -8.6022 eV. The HOMO-LUMO gap is 9.404 eV.

***

6.
ORCA calculation (the ωB97M-V functional and the def2-TZVPD basis) on 2 unconnected molecules or ions with the total composition CH7Cl2NSi2 in a non-equilibrium geometry.

Cartesian coordinates (Å):
C (-2.248, -0.286, 0.407)
N (0.935, 0.121, -0.668)
Si (2.352, -0.818, 0.070)
Si (-0.031, 1.373, -0.073)
Cl (-3.727, 0.675, 0.600)
Cl (-2.357, -1.162, -1.125)
H (-2.267, -1.094, 1.278)
H (0.573, -0.108, -1.570)
H (3.219, -1.033, -1.042)
H (1.654, -1.900, 0.849)
H (2.613, 0.336, 0.911)
H (-0.260, 1.484, 1.361)
H (-0.455, 2.414, -1.001)

The molar mass is 160.15 u. The calculation puts the energy above the lowest of the compared OMol25 structures with the same formula, charge and spin at 6.1876 eV. As for the LUMO energy: -0.261 eV. As for the total charge: 0. Its energy is -43437.9825 eV. As for the HOMO energy: -7.4348 eV. The HOMO-LUMO gap is 7.174 eV.

***

Which formula does entry 5 have?
C4H13NOS

***

energy of number 3 (C16H18N2S8Ti)?
-129663.2356 eV

***

energy above the lowest of the compared OMol25 structures with the same formula, charge and spin of number 1 (H12N2O12Zn2)?
0.0000 eV